7
Properties=species:S:1:pos:R:3:nbo_charge:R:1 method="wB97M-V/def2-TZVPD" homo_ev="-8.101 / -8.485" total_energy_ev=-8245.073 lumo_ev="-0.48 / 0.03" homo_lumo_gap_ha="0.280 / 0.313"
C 0.142 1.437 -0.759 0.392
C -0.592 -0.589 0.505 0.664
O 0.196 2.305 0.024 -0.430
O -1.280 -0.826 1.461 -0.577
O 0.326 -1.332 -0.102 -0.702
H 0.672 1.014 -1.613 0.177
H 0.537 -2.007 0.483 0.477

---

60
Properties=species:S:1:pos:R:3:nbo_charge:R:1 method="wB97M-V/def2-TZVPD" charge=+2 homo_ev="-13.552 / -13.550" total_energy_ev=-56248.546 lumo_ev="-9.65 / -9.11" homo_lumo_gap_ha="0.143 / 0.163" multiplicity=3
P 0.190 -1.995 0.955 0.969
P -0.037 1.167 1.114 0.969
C -0.083 -1.049 -0.642 -0.709
C 0.365 0.405 -0.554 -0.703
H -1.158 -1.158 -0.886 0.267
H 0.495 -1.579 -1.419 0.288
H 1.456 0.526 -0.715 0.258
H -0.162 1.025 -1.302 0.294
C -1.689 1.885 0.882 -0.931
H -1.918 2.505 1.761 0.273
H -2.438 1.089 0.775 0.267
H -1.674 2.517 -0.024 0.276
C 1.042 2.625 1.255 -0.928
H 0.953 3.236 0.344 0.292
H 2.088 2.331 1.401 0.270
H 0.714 3.219 2.119 0.275
C -0.888 -3.456 0.922 -0.932
H -0.615 -4.121 1.755 0.272
H -0.748 -3.993 -0.020 0.281
H -1.932 -3.146 1.036 0.276
C 1.893 -2.649 0.736 -0.927
H 2.641 -1.841 0.753 0.263
H 1.943 -3.169 -0.233 0.293
H 2.092 -3.372 1.542 0.270
W 0.408 -0.397 2.729 1.181
C 0.590 1.333 -4.342 -0.190
C -0.717 1.393 -4.084 -0.194
C -1.791 0.594 -4.761 -0.439
C -1.361 -0.751 -5.389 -0.455
C -0.681 -1.726 -4.476 -0.182
C 0.623 -1.807 -4.176 -0.201
C 1.716 -0.961 -4.753 -0.439
C 1.305 0.426 -5.300 -0.454
C 0.057 -2.053 4.045 -0.949
H 1.238 2.074 -3.844 0.199
H -1.083 2.173 -3.404 0.192
H -2.242 1.205 -5.563 0.241
H -2.616 0.409 -4.057 0.204
H -2.279 -1.235 -5.761 0.233
H -0.768 -0.536 -6.283 0.220
H -1.341 -2.500 -4.055 0.201
H 0.961 -2.637 -3.544 0.188
H 2.197 -1.514 -5.580 0.241
H 2.514 -0.827 -4.007 0.198
H 2.234 0.933 -5.606 0.231
H 0.742 0.274 -6.225 0.221
H 0.742 -1.643 4.823 0.265
H 0.405 -3.065 3.790 0.250
H -0.961 -2.070 4.447 0.282
F -2.427 0.571 4.630 -0.298
C -1.305 1.198 5.094 0.367
C -0.105 1.024 4.370 -0.529
C 0.961 1.787 4.915 0.320
F 2.179 1.700 4.279 -0.317
C 0.906 2.559 6.066 0.313
F 2.004 3.216 6.524 -0.262
C -0.295 2.627 6.759 0.355
F -0.371 3.336 7.904 -0.240
C -1.408 1.930 6.285 0.278
F -2.565 1.958 6.994 -0.255

---

10
Properties=species:S:1:pos:R:3:nbo_charge:R:1 method="wB97M-V/def2-TZVPD" homo_ev=-9.069 total_energy_ev=-22746.140 lumo_ev=-0.15 homo_lumo_gap_ha=0.328
C 1.097 -1.105 1.332 -0.760
N -2.467 3.397 -3.203 -1.103
P -1.303 3.211 -2.253 0.878
S 2.024 -1.271 -0.217 -0.029
H -0.062 -0.970 1.168 0.220
H 1.555 -0.188 1.826 0.223
H 1.249 -2.035 2.009 0.228
H 2.153 -2.543 0.091 0.118
H -3.272 3.971 -3.194 0.380
H -1.715 4.202 -1.345 -0.155